Record 1
Density functional theory data (the ωB97M-V functional and the def2-TZVPD basis) for the molecule C7H10.

Properties
* HOMO level: -8.17 eV
* ΔE to the lowest compared entry with this formula, charge and spin: 112.4 kcal/mol
* DFT total energy: -272.53889 hartree
* gap between HOMO and LUMO: 9.194 eV

Structure (XYZ):
```
17
Properties=species:S:1:pos:R:3:mulliken_charge:R:1
C 1.9604 -1.5314 -1.0064 -1.073
C 1.1494 -0.2560 -0.8245 0.650
C 1.0681 0.9773 -0.2278 -0.994
C -0.4710 1.1729 -0.4353 0.317
C -1.3716 1.9467 0.5337 -1.533
C -0.1781 -0.2617 -0.2800 0.501
C -0.6844 -0.9527 0.9622 -1.435
H 1.6223 -2.3201 -0.3721 0.308
H 2.9948 -1.2927 -0.6416 0.298
H 1.8373 -1.7465 -2.1083 0.281
H -0.5030 1.4764 -1.4583 0.405
H -0.9125 1.9063 1.4298 0.402
H -2.4354 1.3552 0.5144 0.202
H -1.4328 2.8998 0.2590 0.523
H -1.6784 -1.1717 0.6330 0.370
H -0.6670 -0.3242 1.7703 0.365
H -0.2980 -1.8777 1.2519 0.413
```

Record 2
Density functional theory data (the ωB97M-V functional and the def2-TZVPD basis) for a 2-piece molecular cluster, C3H11N4 overall.

Properties
* HOMO level (spin up / spin down): -19.29 / -19.29 eV
* ⟨S²⟩: 0.788
* total charge: +2
* ΔE to the lowest compared entry with this formula, charge and spin: 9.7 kcal/mol
* DFT total energy: -339.25117 hartree
* gap between HOMO and LUMO (spin up / spin down): 11.670 / 7.201 eV
* 2S+1: 2

Structure (XYZ):
```
18
Properties=species:S:1:pos:R:3:mulliken_charge:R:1
C -0.9543 2.7274 -0.5459 -0.718
N -1.4563 1.4111 -0.2013 0.001
C -1.6137 0.9371 1.0358 0.091
N -1.5429 -0.3542 1.2489 -0.497
H -1.6808 3.2294 -1.1856 0.313
H -0.7088 3.2966 0.3511 0.365
H 0.0141 2.6011 -1.0404 0.332
H -1.4025 0.7006 -0.9353 0.340
H -1.7483 1.6570 1.8391 0.427
H -1.5650 -0.5591 2.2516 0.291
N 0.4692 -1.5617 -0.4632 -0.264
C 1.6748 -1.7670 0.0384 0.245
N 2.5781 -2.5573 -0.4699 -0.284
H 0.2539 -2.0017 -1.3483 0.233
H -0.2456 -1.1456 0.1502 0.260
H 2.0075 -1.1363 0.8556 0.313
H 3.5556 -2.3574 -0.2947 0.296
H 2.3650 -3.1201 -1.2859 0.257
```

Record 3
Density functional theory data (the ωB97M-V functional and the def2-TZVPD basis) for C18H47Br2N5O7P2 as an isolated structure.

Properties
* HOMO level: -8.26 eV
* DFT total energy: -7345.08014 hartree
* gap between HOMO and LUMO: 8.556 eV

Structure (XYZ):
```
81
Properties=species:S:1:pos:R:3:mulliken_charge:R:1
C -5.3362 -0.1794 1.0891 -1.285
C -3.8896 0.3496 1.3963 0.135
Br -3.9749 2.1480 2.2518 -0.222
C -3.1479 0.4444 -0.0221 -0.503
Br -2.9884 2.2914 -0.7530 -0.035
C -1.7011 -0.2333 0.0229 -0.273
O -0.7702 0.5684 -0.7032 -0.392
C -0.3721 -0.1046 -1.8961 -1.000
C -1.4876 -0.0802 -3.0074 0.415
N -1.2407 -1.1987 -3.9326 0.029
P -2.3253 -2.4983 -3.7440 0.817
N -3.4457 -2.3323 -2.6350 -0.697
O -2.9942 -2.7453 -5.2659 -0.575
O -1.4718 -3.8885 -3.3461 -0.583
P -1.2067 1.5062 -4.0137 0.106
N -2.6125 1.8470 -4.7248 -0.765
H -5.2990 -1.0338 0.3763 0.369
H -5.8403 -0.4926 2.0211 0.378
H -5.8962 0.6245 0.5641 0.340
H -3.3544 -0.3218 2.0976 0.454
H -3.7473 -0.1330 -0.7536 0.257
H -1.7468 -1.2298 -0.4628 0.125
H -1.3554 -0.3681 1.0680 0.454
H 0.4916 0.4899 -2.2826 0.294
H 0.0436 -1.1167 -1.6991 0.432
H -2.5210 0.0146 -2.6322 -0.052
H -1.1313 -0.9114 -4.9004 0.354
H -4.3360 -2.3814 -3.1285 0.167
H -3.8200 -3.2223 -5.1404 0.321
H -1.8312 -4.1511 -2.4910 0.338
H -0.2438 1.2759 -5.0377 0.160
H -0.8674 2.5702 -3.1277 0.109
H -2.9486 2.7576 -4.4242 0.245
C 6.7644 -2.7285 -2.6415 -0.716
O 6.2545 -3.0448 -3.9260 -0.338
C 5.9236 -4.4221 -4.0813 -0.818
C 4.4190 -4.5989 -4.2204 -0.156
N 3.7371 -4.3218 -2.9590 -0.317
C 2.2817 -4.2355 -3.0802 -0.906
C 1.7064 -3.0984 -3.9287 0.154
O 1.9251 -1.8038 -3.3811 -0.206
C 3.1689 -1.2120 -3.7220 -0.717
H 7.1097 -1.6957 -2.6641 0.239
H 5.9867 -2.8158 -1.8762 0.300
H 7.6097 -3.3734 -2.3859 0.343
H 6.3221 -5.0327 -3.2652 0.409
H 6.4002 -4.7592 -5.0063 0.400
H 4.2035 -5.6268 -4.5264 0.380
H 4.0790 -3.9246 -5.0154 0.179
H 4.0778 -3.4444 -2.5883 0.098
H 1.8907 -4.1221 -2.0651 0.385
H 1.9015 -5.1893 -3.4587 0.382
H 0.6226 -3.2321 -3.9473 -0.275
H 2.0337 -3.1424 -4.9734 0.380
H 3.5174 -1.5182 -4.7110 0.313
H 3.9246 -1.4440 -2.9678 0.218
H 3.0360 -0.1280 -3.7239 0.330
C -2.6877 1.8657 6.5717 -0.651
O -1.3260 1.7116 6.2083 -0.390
C -1.0768 1.9789 4.8303 -0.257
C -0.2416 3.2403 4.6706 -0.273
N -1.0147 4.4303 5.0165 -0.273
C -0.2119 5.6480 5.1193 -0.686
C 0.8463 5.7085 6.2256 -0.487
O 0.3089 5.7321 7.5389 -0.423
C 0.0357 4.4562 8.0948 -0.531
H -2.8019 1.5142 7.5965 0.248
H -2.9898 2.9169 6.5316 0.299
H -3.3363 1.2695 5.9233 0.275
H -2.0030 2.0404 4.2521 -0.079
H -0.5031 1.1308 4.4430 0.403
H 0.0953 3.3203 3.6328 0.430
H 0.6416 3.1363 5.3126 0.170
H -1.4735 4.2764 5.9048 0.047
H -0.9123 6.4708 5.2853 0.372
H 0.2700 5.8354 4.1544 0.389
H 1.3777 6.6577 6.1092 0.354
H 1.6050 4.9247 6.1277 0.342
H 0.7264 3.6897 7.7357 0.276
H -0.9958 4.1605 7.8887 0.173
H 0.1400 4.5337 9.1783 0.293
```

Record 4
Density functional theory data (the ωB97M-V functional and the def2-TZVPD basis) for the molecule C5H10O.

Properties
* HOMO level: -9.29 eV
* ΔE to the lowest compared entry with this formula, charge and spin: 38.8 kcal/mol
* DFT total energy: -271.69074 hartree
* gap between HOMO and LUMO: 10.205 eV

Structure (XYZ):
```
16
Properties=species:S:1:pos:R:3:mulliken_charge:R:1
C -1.2475 -0.6912 -1.0048 -1.155
C -0.2465 -0.8368 0.0852 -0.001
C 0.2647 0.2982 0.9363 -0.102
C -0.2000 1.7185 0.8094 -1.170
C 1.0958 -0.3299 -0.1863 -0.200
O 2.1775 -1.0977 0.1572 -0.536
H -2.3076 -0.9008 -0.6095 0.274
H -1.1990 0.3832 -1.3533 0.218
H -1.0668 -1.4251 -1.8151 0.323
H -0.2393 -1.8570 0.4715 0.383
H 0.4774 -0.0323 1.9800 0.385
H -1.2391 1.7576 1.2272 0.279
H 0.5597 2.3673 1.3283 0.343
H -0.3191 2.0084 -0.3127 0.215
H 1.1780 0.3002 -1.0433 0.397
H 2.3117 -1.6626 -0.6700 0.348
```

Record 5
Density functional theory data (the ωB97M-V functional and the def2-TZVPD basis) for the molecule C10H16O2S.

Properties
* HOMO level (spin up / spin down): -8.35 / -7.03 eV
* ΔE to the lowest compared entry with this formula, charge and spin: 64.1 kcal/mol
* DFT total energy: -939.12832 hartree
* gap between HOMO and LUMO (spin up / spin down): 8.524 / 5.810 eV

Structure (XYZ):
```
29
Properties=species:S:1:pos:R:3:mulliken_charge:R:1
C 1.2350 2.0803 -2.6397 -1.541
C 0.5968 0.9677 -2.2872 1.235
C 0.2575 0.0115 1.9046 0.681
C -0.8405 -0.1376 -0.4719 -0.949
C -0.3201 1.0487 -1.2023 0.710
C -0.0855 -0.7082 0.7201 0.336
C 0.8755 -0.3813 -2.9580 -0.911
C -0.7871 2.3385 -0.6025 -2.100
C 0.5698 -0.1053 4.2263 -0.805
C -0.9286 -3.2250 0.5423 -0.789
O 0.2736 1.2516 1.8949 -0.637
O 0.3755 -0.7876 3.0062 -0.262
S 0.6004 -2.3103 0.4464 -0.062
H 1.9219 2.1281 -3.4276 0.390
H 1.0107 3.0060 -2.1126 0.210
H -1.9561 0.1654 -0.2001 0.341
H -1.0805 -0.9036 -1.2731 0.380
H 0.0432 -0.8807 -3.5214 0.270
H 1.7497 -0.1818 -3.7862 0.297
H 1.2159 -1.2001 -2.1703 0.174
H -1.5187 2.7687 -1.3009 0.403
H -0.0420 3.0962 -0.5766 0.461
H -1.3246 2.1141 0.3236 0.392
H -0.3526 0.2305 4.8085 0.256
H 0.9337 0.7879 4.0236 0.423
H 1.1114 -0.7966 4.7960 0.253
H -0.6487 -4.2790 0.2209 0.332
H -1.8246 -2.9168 -0.0379 0.274
H -1.0609 -3.1815 1.6547 0.239
```

Record 6
Density functional theory data (the ωB97M-V functional and the def2-TZVPD basis) for C12H17BBeN6S3 as an isolated structure.

Properties
* HOMO level: -8.18 eV
* ΔE to the lowest compared entry with this formula, charge and spin: 0.0 kcal/mol
* DFT total energy: -2030.38065 hartree
* gap between HOMO and LUMO: 8.424 eV

Structure (XYZ):
```
40
Properties=species:S:1:pos:R:3:mulliken_charge:R:1
Be -0.7898 -0.4996 -0.5289 0.156
C -1.5114 -3.7917 1.3326 -0.794
N -0.1415 -3.3234 1.4676 0.257
C 0.9896 -4.1121 1.4651 -0.404
C 2.0420 -3.2775 1.6084 -0.458
N 1.5617 -1.9915 1.7033 -0.041
B 2.4380 -0.7423 1.9614 0.369
N 2.4543 0.2622 0.7297 0.343
C 3.1064 1.4631 0.8984 -0.713
C 3.0300 2.1632 -0.2533 -0.302
N 2.3165 1.3811 -1.1339 0.230
C 1.9988 1.7163 -2.5087 -0.821
C 1.9731 0.2241 -0.5128 -0.019
S 1.0698 -1.0108 -1.3295 -0.490
C 0.2271 -2.0354 1.6064 -0.183
S -0.8527 -0.6898 1.5772 -0.425
H -1.5113 -4.8756 1.4157 0.324
H -1.9250 -3.4905 0.3724 0.212
H -2.1220 -3.3628 2.1236 0.333
H 0.9364 -5.1815 1.3712 0.432
H 3.0950 -3.4826 1.6662 0.467
H 3.5714 -1.1212 2.1253 -0.192
H 2.0134 -0.1186 2.8982 -0.104
H 3.5677 1.7128 1.8370 0.470
H 3.4121 3.1301 -0.5267 0.439
H 2.2710 2.7553 -2.6784 0.307
H 0.9359 1.5755 -2.6906 0.276
H 2.5496 1.0768 -3.1963 0.315
S -2.2176 -1.5896 -1.6658 -0.380
C -3.5352 -0.6466 -1.2395 0.477
N -4.4445 0.0058 -0.9432 -0.608
C -3.9106 3.3645 -0.7647 -1.138
C -2.4703 3.3899 -1.2927 -0.318
C -1.7690 2.1462 -1.0115 0.639
N -1.2276 1.1681 -0.7785 -0.216
H -4.3886 4.3133 -0.9996 0.344
H -3.9245 3.2122 0.3127 0.325
H -4.4751 2.5482 -1.2088 0.350
H -1.8942 4.1965 -0.8356 0.268
H -2.4490 3.5378 -2.3734 0.274
```